Record 1
The following is a quantum chemistry calculation of a structure of composition C27H43GeN6O5PPtS2 at a distorted geometry, from the OMol25 dataset.

Last column: Mulliken spin population.
Positions of all 86 atoms, in Å:
Pt 0.689 -0.300 0.048  0.788
O 3.794 -0.646 1.079  0.231
S 2.643 0.094 1.705  0.000
O 3.018 0.643 2.968  0.008
O 1.519 -0.892 1.802  0.052
O 2.225 1.131 0.729  0.034
C 6.729 -2.938 -3.298  -0.002
C 5.366 -2.353 -3.150  -0.033
C 4.672 -1.769 -4.213  0.094
C 3.424 -1.240 -3.920  -0.049
N 2.901 -1.268 -2.709  0.068
C 3.624 -1.875 -1.763  0.016
S 2.909 -2.063 -0.202  1.077
N 4.829 -2.414 -1.945  0.086
H 7.053 -2.937 -4.333  0.000
H 6.736 -3.951 -2.908  -0.002
H 7.428 -2.359 -2.698  -0.002
H 5.078 -1.734 -5.211  0.007
H 2.817 -0.782 -4.691  -0.003
Ge -0.308 -2.458 -0.184  0.079
C -0.873 -2.956 -2.047  0.026
C -0.591 -2.144 -3.135  -0.022
C -0.909 -2.545 -4.421  0.006
C -1.509 -3.774 -4.635  0.000
C -1.794 -4.597 -3.559  0.001
C -1.480 -4.188 -2.274  -0.004
C -1.769 -2.954 1.082  0.002
C -2.963 -2.248 1.182  0.011
C -3.976 -2.693 2.015  0.000
C -3.807 -3.847 2.762  0.001
C -2.614 -4.546 2.688  0.000
C -1.602 -4.094 1.862  -0.001
H 0.681 -3.584 0.133  -0.006
H -0.112 -1.190 -2.943  0.025
H -0.683 -1.907 -5.263  0.000
H -1.757 -4.090 -5.637  0.000
H -2.256 -5.560 -3.725  0.000
H -1.700 -4.830 -1.432  -0.001
H -3.093 -1.347 0.594  -0.001
H -4.905 -2.144 2.084  0.000
H -4.603 -4.203 3.401  0.000
H -2.472 -5.441 3.277  0.000
H -0.663 -4.632 1.812  -0.001
C -0.074 2.899 -1.392  0.151
C 0.147 1.613 -2.217  -0.131
C 1.612 1.586 -2.705  0.098
C -0.822 1.636 -3.418  0.082
N -0.064 0.471 -1.441  1.286
H 0.410 3.734 -1.892  -0.003
H 0.358 2.760 -0.408  -0.028
H -1.135 3.105 -1.293  0.002
H 1.796 2.411 -3.389  -0.001
H 1.807 0.642 -3.199  -0.004
H 2.273 1.672 -1.844  -0.007
H -0.660 2.534 -4.010  -0.001
H -1.848 1.631 -3.058  -0.014
H -0.673 0.766 -4.049  -0.005
C -1.326 3.212 4.973  0.001
N -0.795 2.149 4.149  0.003
C 0.397 1.521 4.678  -0.002
P -1.006 2.248 2.487  0.016
O -0.475 1.072 1.779  0.073
N -0.414 3.705 1.865  -0.006
C -1.039 4.970 2.180  0.001
C 1.034 3.808 1.825  -0.002
N -2.689 2.439 2.314  0.001
C -3.037 2.556 0.905  -0.005
C -3.457 1.389 2.966  -0.003
H -1.602 2.804 5.948  0.000
H -2.214 3.624 4.497  0.000
H -0.599 4.016 5.139  0.000
H 0.128 0.910 5.543  0.000
H 1.145 2.258 4.991  0.000
H 0.853 0.886 3.921  0.002
H -2.101 4.827 2.355  0.000
H -0.900 5.647 1.332  0.000
H -0.592 5.441 3.062  0.000
H 1.478 2.832 1.625  -0.002
H 1.449 4.188 2.766  0.000
H 1.321 4.496 1.024  0.000
H -2.575 3.454 0.498  0.000
H -4.122 2.641 0.823  0.000
H -2.699 1.691 0.322  0.007
H -3.131 1.289 3.998  0.000
H -3.347 0.417 2.473  0.002
H -4.511 1.675 2.949  0.000

Results
* charge: 0
* LUMO energy (alpha / beta): 0.37 / -2.13 eV
* max |F|: 0.0709 hartree/bohr
* relative energy (zero: lowest compared OMol25 entry of this formula, charge and spin): 84.69 kJ/mol
* E: -5093.22760 Eh
* highest occupied orbital energy (alpha / beta): -7.71 / -8.67 eV
* 2S+1: 5
* ⟨S²⟩: 6.04
* Kohn-Sham gap (alpha / beta): 0.29698 / 0.24039 hartree

Record 2
The following is a quantum chemistry calculation of a cluster of 9 separate species, C27H43N5O12 in total at a distorted geometry, from the OMol25 dataset.

Last column: Mulliken charge in e.
Positions of all 87 atoms, in Å:
C -2.447 4.342 -1.183  -0.880
N -1.482 3.362 -0.625  0.874
O -0.432 3.187 -1.230  -0.580
O -1.795 2.916 0.461  -0.469
H -2.682 5.131 -0.469  0.305
H -3.344 3.732 -1.290  0.309
H -2.056 4.707 -2.133  0.344
C 1.154 3.040 -2.530  0.089
N 2.482 2.838 -3.233  1.023
O 2.985 3.859 -3.691  -0.644
O 3.053 1.777 -3.163  -0.509
H 0.423 2.902 -3.327  0.292
H 1.130 3.982 -1.981  0.341
H 1.003 2.105 -1.991  0.286
C -0.473 2.029 2.324  0.104
N 0.444 2.869 3.153  0.921
O 0.055 4.056 3.392  -0.661
O 1.580 2.431 3.462  -0.542
H -1.308 1.996 3.023  0.234
H 0.029 1.070 2.193  -0.554
H -0.699 2.598 1.422  0.400
C -0.565 0.726 -0.804  -0.543
N -0.181 -0.599 -0.256  0.866
O -0.275 -1.566 -0.949  -0.220
O 0.046 -0.626 0.967  0.988
H -1.445 0.617 -1.438  0.969
H 0.279 1.165 -1.336  -1.290
H -0.884 1.315 0.056  -0.785
C 1.955 -2.679 -1.189  -0.449
N 2.023 -1.389 -1.947  0.793
O 2.016 -0.350 -1.316  -0.242
O 2.041 -1.381 -3.157  -0.597
H 1.988 -2.368 -0.145  0.046
H 2.751 -3.315 -1.577  0.425
H 0.979 -3.033 -1.520  0.204
C -2.939 -0.023 -0.321  -0.789
C -3.463 1.201 0.009  -0.956
C -3.599 1.591 1.327  -0.519
C -3.097 0.792 2.380  -0.937
C -2.607 -0.450 2.061  0.126
C -2.578 -0.875 0.693  -1.755
H -2.922 -0.353 -1.349  1.277
H -3.790 1.895 -0.750  0.890
H -4.001 2.565 1.562  0.309
H -3.065 1.191 3.383  0.740
H -2.295 -1.181 2.792  0.443
H -2.288 -1.870 0.388  0.314
C 4.409 1.843 1.813  -0.955
C 4.429 1.321 0.555  -0.820
C 3.439 0.476 0.108  -1.169
C 2.465 0.001 1.003  3.158
C 2.422 0.515 2.251  -0.166
C 3.298 1.495 2.675  -0.685
H 5.090 2.635 2.088  0.361
H 5.268 1.624 -0.054  0.455
H 3.483 0.045 -0.881  0.456
H 1.786 -0.778 0.687  -1.952
H 1.704 0.141 2.965  0.612
H 3.158 1.890 3.670  0.431
C 1.387 -2.407 4.238  -0.907
C 0.965 -2.015 2.968  -0.280
C -0.394 -1.860 2.763  0.872
C -1.275 -2.042 3.810  -0.494
C -0.848 -2.233 5.069  -0.837
C 0.511 -2.500 5.286  -0.629
H 2.440 -2.624 4.343  0.416
H 1.690 -1.972 2.168  0.624
H -0.761 -1.560 1.792  -0.513
H -2.348 -1.924 3.764  0.569
H -1.594 -2.164 5.847  0.403
H 0.989 -2.735 6.226  0.376
C -2.386 -3.431 -1.272  -1.166
O -1.455 -3.298 -2.313  -0.302
C -1.495 -2.053 -3.004  -0.075
C -0.188 -1.864 -3.815  -0.266
O -0.298 -2.793 -4.920  -0.374
C 0.719 -2.726 -5.841  -0.666
H -3.366 -3.812 -1.558  0.457
H -2.512 -2.528 -0.675  1.130
H -2.038 -4.077 -0.465  0.312
H -1.466 -1.204 -2.320  -0.065
H -2.452 -2.114 -3.522  0.561
H 0.693 -2.137 -3.233  -0.029
H -0.138 -0.843 -4.192  0.397
H 0.634 -1.840 -6.470  0.248
H 0.680 -3.647 -6.424  0.267
H 1.651 -2.733 -5.276  0.252

Results
* charge: 0
* LUMO energy: -1.47 eV
* max |F|: 0.1257 hartree/bohr
* E: -2230.22111 Eh
* highest occupied orbital energy: -8.20 eV
* Kohn-Sham gap: 0.24715 hartree
* SMILES: C[N+](=O)[O-].C[N+](=O)[O-].C[N+](=O)[O-].C[N+](=O)[O-].C[N+](=O)[O-].c1ccccc1.c1ccccc1.c1ccccc1.COCCOC

Record 3
The following is a quantum chemistry calculation of a structure of composition C27H44ErN3P3S at a distorted geometry, from the OMol25 dataset.

Last column: Mulliken spin population.
Positions of all 79 atoms, in Å:
Er 0.346 -0.364 -0.815  3.051
P 2.266 1.672 -0.081  -0.010
P -1.792 0.891 0.920  -0.012
P -0.853 1.677 -2.364  -0.012
H 1.115 -2.898 -6.733  0.000
C 1.236 -1.809 -6.806  0.000
C 1.629 -0.931 -5.867  0.000
H 1.919 -1.172 -4.849  0.000
C 3.850 0.823 0.315  -0.001
C 2.030 2.764 1.390  -0.001
C 2.827 2.899 -1.328  -0.001
C -3.292 -0.120 0.529  0.000
C -1.949 0.769 2.752  0.000
C -2.551 2.567 0.786  -0.001
C -0.053 1.495 -3.993  0.002
C -0.788 3.490 -2.088  -0.001
C -2.620 1.407 -2.774  -0.001
H 1.057 -1.468 -7.833  0.000
H 1.790 0.082 -6.230  0.000
H 4.303 0.472 -0.622  0.000
H 3.627 -0.051 0.944  0.000
H 4.562 1.474 0.840  0.000
H 1.472 2.246 2.178  0.000
H 1.443 3.657 1.144  0.000
H 2.972 3.102 1.842  0.000
H 3.048 2.387 -2.268  0.000
H 3.738 3.439 -1.038  0.000
H 2.058 3.645 -1.548  0.000
H -4.120 0.167 1.196  0.000
H -3.062 -1.181 0.689  0.000
H -3.617 0.009 -0.510  0.000
H -2.853 1.323 3.065  0.000
H -1.073 1.226 3.232  0.000
H -2.043 -0.280 3.065  0.000
H -3.355 2.661 1.532  0.000
H -2.964 2.765 -0.210  0.000
H -1.784 3.315 1.018  0.000
H -0.669 1.967 -4.769  0.000
H 0.075 0.435 -4.247  -0.001
H 0.933 1.975 -3.976  0.000
H -1.533 4.001 -2.714  0.000
H 0.200 3.882 -2.348  0.000
H -0.992 3.740 -1.041  0.000
H -2.848 1.874 -3.739  0.000
H -3.299 1.825 -2.022  0.000
H -2.822 0.333 -2.861  0.000
C -0.776 -4.041 -2.434  -0.001
C -1.819 -3.121 -2.689  0.000
C -1.842 -2.439 -3.898  -0.001
C -0.770 -2.587 -4.775  0.000
C 0.372 -3.288 -4.377  0.000
C 0.398 -3.977 -3.190  0.000
S -1.004 -5.172 -1.141  -0.001
H 0.201 -5.731 -1.023  0.000
H -2.616 -2.968 -1.953  0.000
H -2.697 -1.823 -4.194  0.000
H -0.795 -2.112 -5.757  0.000
H 1.276 -3.320 -4.993  0.000
H 1.284 -4.477 -2.818  0.000
N 0.473 1.094 9.954  0.000
C 0.573 0.615 8.891  0.000
C 0.673 0.051 7.573  0.000
C -0.073 -1.093 7.258  0.000
C 0.002 -1.631 5.963  0.000
C 0.758 -0.978 4.986  0.000
C 1.576 0.097 5.328  0.000
C 1.537 0.614 6.619  0.000
N 0.648 -1.348 3.608  0.000
C -0.087 -2.417 3.101  -0.001
C -0.158 -2.329 1.742  0.001
N 0.554 -1.155 1.372  -0.006
C 1.007 -0.617 2.536  -0.003
H -0.704 -1.570 8.008  0.000
H -0.564 -2.519 5.711  0.000
H 2.257 0.531 4.600  0.000
H 2.155 1.466 6.911  0.000
H -0.473 -3.197 3.739  0.000
H -0.574 -2.969 0.989  0.001
H 1.647 0.228 2.588  -0.001

Results
* charge: +3
* LUMO energy (alpha / beta): -10.21 / -10.09 eV
* max |F|: 0.0528 hartree/bohr
* relative energy (zero: lowest compared OMol25 entry of this formula, charge and spin): 0.00 kJ/mol
* E: -3655.81040 Eh
* highest occupied orbital energy (alpha / beta): -15.74 / -15.74 eV
* 2S+1: 4
* ⟨S²⟩: 3.75
* Kohn-Sham gap (alpha / beta): 0.20331 / 0.20771 hartree